Entry 1:
Molecular formula: C7H12CoO3
Method: DFT, the ωB97M-V functional and the def2-TZVPD basis

```
! wB97M-V def2-TZVPD RIJCOSX def2/J DEFGRID3
* xyz 2 4
C 1.96 -1.11 0.69
C 2.46 0.10 0.39
H 1.30 -1.64 0.00
H 2.28 -1.64 1.58
H 2.25 0.57 -0.58
H 3.25 0.55 0.99
H 0.84 0.19 1.67
O -5.76 0.03 -1.42
C -4.59 0.50 -1.31
O -4.09 1.17 -2.26
O -3.95 0.30 -0.19
C -2.63 0.85 -0.06
C -2.13 0.47 1.33
C -0.92 1.14 1.77
C 0.07 0.56 2.58
Co -5.66 0.85 -3.08
H -2.67 1.94 -0.18
H -1.98 0.42 -0.83
H -2.10 -0.61 1.50
H -2.84 0.88 2.09
H -0.77 2.18 1.43
H 0.67 1.27 3.16
H -0.21 -0.34 3.12
*
```

Computed properties:
<S²>   3.76

Entry 2:
Molecular formula: C2H5NO2
Method: DFT, the ωB97M-V functional and the def2-TZVPD basis

```
! wB97M-V def2-TZVPD RIJCOSX def2/J DEFGRID3
* xyz 0 3
C 1.11 1.38 1.31
C -0.79 -0.57 0.14
N 0.11 1.45 -0.19
O 1.25 0.70 2.33
O -1.02 0.79 -0.11
H 1.88 2.17 1.25
H 0.72 0.92 -0.75
H -0.25 -0.53 1.18
H -0.22 -0.92 -0.63
H -1.66 -1.12 0.40
*
```

Computed properties:
<S²>   2.02

Entry 3:
Molecular formula: C5H24BCuN10O5
Method: DFT, the ωB97M-V functional and the def2-TZVPD basis

```
! wB97M-V def2-TZVPD RIJCOSX def2/J DEFGRID3
* xyz 1 2
Cu 0.25 0.20 0.57
B -0.08 0.07 3.50
H -0.86 -0.21 2.81
H 0.34 0.96 3.05
H -0.51 0.31 4.46
H 0.72 -0.65 3.52
C -4.35 0.40 -0.03
O -3.11 0.34 -0.12
N -4.97 0.70 1.11
N -5.05 0.16 -1.06
H -5.88 1.06 0.88
H -4.38 0.94 1.90
H -4.44 0.30 -1.85
H -6.06 0.07 -1.03
C -1.04 4.18 1.05
O -0.31 3.45 0.38
N -0.73 4.82 2.09
N -2.28 4.45 0.66
H 0.19 4.96 2.48
H -1.48 5.39 2.45
H -2.59 3.80 -0.05
H -2.90 5.12 1.08
C 0.91 -1.17 -3.56
O 0.73 -0.39 -2.62
N 1.61 -0.91 -4.61
N 0.18 -2.29 -3.71
H 1.99 -1.78 -4.93
H 1.79 0.08 -4.74
H 0.33 -2.76 -4.59
H -0.45 -2.69 -3.03
C 4.52 1.00 -0.22
O 3.44 0.81 0.21
N 4.73 1.65 -1.27
N 5.56 0.69 0.41
H 3.94 2.04 -1.78
H 5.66 1.79 -1.63
H 5.43 0.40 1.37
H 6.41 1.01 -0.03
C 0.40 -4.29 0.75
O 0.28 -3.12 0.50
N 0.67 -4.76 1.98
N -0.08 -5.17 -0.12
H 1.28 -4.27 2.62
H 0.55 -5.77 2.02
H -0.22 -4.81 -1.05
H -0.14 -6.13 0.17
*
```

Computed properties:
<S²>   0.75

Entry 4:
Molecular formula: C31H87BeF3O29
Method: DFT, the ωB97M-V functional and the def2-TZVPD basis

```
! wB97M-V def2-TZVPD RIJCOSX def2/J DEFGRID3
* xyz -1 2
Be 0.95 3.26 0.75
C 0.37 0.12 -0.23
O -0.03 0.79 0.98
O 0.62 1.27 -1.07
C 1.48 -0.92 0.07
F 1.74 -1.74 -0.99
F 2.62 -0.42 0.41
F 1.11 -1.80 1.03
C -1.23 0.33 1.63
C -2.44 1.29 1.16
H -3.18 1.21 1.95
H -2.05 2.30 1.08
H -2.83 0.90 0.22
H -1.16 0.49 2.71
H -1.44 -0.74 1.62
H -0.47 -0.43 -0.63
C 4.81 2.64 0.32
O 3.69 3.19 1.06
H 5.72 2.72 0.92
H 4.69 1.59 0.07
H 5.10 3.08 -0.64
C -1.90 -3.80 5.01
C -0.72 -2.77 4.61
O 0.57 -3.28 4.79
O -1.80 -4.90 4.26
H -2.82 -3.30 4.71
H -1.96 -3.95 6.09
H -0.85 -1.82 5.12
H -0.86 -2.30 3.64
H 0.69 -3.55 5.70
H -0.92 -5.26 4.43
C 2.38 -4.66 -2.94
C 0.93 -4.70 -3.22
O 0.40 -3.40 -2.98
O 2.58 -4.25 -1.63
H 2.86 -3.94 -3.61
H 2.92 -5.60 -3.02
H 0.51 -5.56 -2.70
H 0.72 -4.83 -4.28
H 0.58 -2.83 -3.73
H 2.20 -3.37 -1.57
C 3.75 -4.27 2.89
C 3.82 -4.16 1.37
O 2.88 -5.12 0.92
O 4.00 -5.64 3.15
H 2.69 -4.14 3.11
H 4.37 -3.66 3.55
H 4.83 -4.40 1.04
H 3.65 -3.13 1.06
H 2.86 -5.20 -0.04
H 3.59 -6.12 2.43
C -3.17 -0.94 -2.75
C -2.55 -0.57 -4.10
O -3.45 -0.11 -5.05
O -3.83 0.26 -2.21
H -2.49 -1.37 -2.02
H -3.91 -1.70 -3.01
H -1.98 -1.48 -4.30
H -1.80 0.15 -3.76
H -3.93 -0.88 -5.35
H -4.49 0.67 -2.78
C -4.70 -0.25 3.73
C -4.97 -1.39 2.82
O -3.90 -1.57 1.92
O -3.57 -0.39 4.49
H -5.47 -0.05 4.47
H -4.71 0.69 3.17
H -5.77 -1.13 2.13
H -5.15 -2.32 3.36
H -3.99 -1.09 1.10
H -2.87 -0.75 3.94
C -2.15 3.53 -3.40
C -3.11 3.50 -4.71
O -4.19 2.66 -4.50
O -0.92 2.89 -3.67
H -2.71 3.07 -2.59
H -1.73 4.50 -3.15
H -2.54 3.23 -5.60
H -3.65 4.42 -4.92
H -3.99 1.73 -4.38
H -0.80 2.35 -2.89
C 5.56 -2.25 -1.60
C 6.98 -1.67 -2.00
O 6.95 -0.99 -3.21
O 4.69 -1.04 -1.54
H 5.68 -2.60 -0.58
H 5.23 -3.14 -2.13
H 7.79 -2.38 -2.10
H 7.19 -0.89 -1.27
H 6.11 -0.53 -3.14
H 4.08 -1.27 -0.83
C -0.15 6.28 1.54
C -1.29 5.19 1.31
O -1.14 4.53 0.10
O 1.16 5.95 1.33
H -0.24 6.58 2.58
H -0.30 7.06 0.79
H -2.28 5.65 1.36
H -1.26 4.55 2.19
H -1.38 5.25 -0.48
H 1.72 6.68 1.62
C 2.48 -0.24 -5.18
C 1.53 0.49 -4.23
O 1.57 1.93 -4.49
O 2.04 -0.50 -6.49
H 2.61 -1.27 -4.86
H 3.50 0.16 -5.14
H 1.83 0.20 -3.22
H 0.50 0.16 -4.19
H 0.92 2.38 -3.96
H 2.53 -0.05 -7.18
C 2.18 5.32 -2.07
C 1.00 6.10 -2.68
O 0.51 5.57 -3.89
O 1.43 4.20 -1.47
H 2.66 5.79 -1.21
H 3.01 4.97 -2.69
H 1.29 7.12 -2.95
H 0.07 6.28 -2.15
H 0.27 4.65 -3.75
H 1.70 3.45 -2.01
C -6.06 4.52 2.20
C -6.89 3.25 2.28
O -6.07 2.17 1.79
O -4.74 4.44 2.77
H -6.53 5.26 2.84
H -5.90 4.78 1.16
H -7.82 3.36 1.72
H -7.24 3.18 3.31
H -5.16 2.43 1.98
H -4.40 5.30 2.50
C 2.69 -0.19 4.27
C 2.00 0.62 5.37
O 3.01 1.57 5.80
O 2.94 0.41 3.06
H 1.98 -0.98 4.02
H 3.53 -0.77 4.65
H 1.72 -0.06 6.17
H 1.16 1.00 4.80
H 3.65 1.12 6.36
H 3.34 -0.23 2.47
C -0.52 -5.02 -0.24
C -1.28 -5.63 1.05
O -2.47 -5.02 1.62
O -1.55 -4.89 -1.26
H 0.29 -5.71 -0.48
H -0.19 -4.00 -0.10
H -0.55 -5.77 1.85
H -1.54 -6.63 0.70
H -2.36 -4.82 2.56
H -1.29 -4.23 -1.92
*
```

Computed properties:
<S²>   0.75

E_tot for every record listed, in sequence, given in eV: -51202.02421; -7732.21367; -76018.00944; -101473.86694.